Here is a cluster of 8 separate species, C7H27NO7 in total in a non-equilibrium geometry from the OMol25 dataset. Energies are from the ωB97M-V functional and the def2-TZVPD basis.

energy relative to the best compared isomer or geometry (same formula, charge and spin)	0.932	eV
frontier orbital gap	8.1	eV

Structure (ORCA input):
```
! RIJCOSX wB97M-V def2-TZVPD def2/J DEFGRID3
* xyz 0 1
C 0.158 -1.271 -0.163
C 0.589 -0.241 -0.894
C -0.211 0.841 -1.422
C 0.441 2.028 -1.692
N 1.718 2.293 -1.249
C -1.675 0.877 -1.772
C -2.560 0.723 -0.539
C -2.147 1.638 0.614
H -0.837 -1.382 0.165
H 0.708 -2.101 0.166
H 1.676 -0.109 -1.065
H -0.054 2.951 -2.033
H 2.037 3.110 -0.689
H 2.112 1.615 -0.622
H -1.927 1.725 -2.408
H -1.977 -0.023 -2.353
H -3.583 1.091 -0.775
H -2.599 -0.317 -0.227
H -2.765 2.500 0.659
H -2.203 1.171 1.583
H -1.119 1.878 0.504
O 2.253 -1.109 -3.556
H 1.881 -0.927 -2.711
H 2.423 -0.304 -4.011
O -0.295 -1.455 3.543
H -0.494 -2.186 2.931
H -0.914 -0.781 3.273
O 0.905 2.942 2.155
H 0.481 2.488 2.853
H 0.751 3.877 2.222
O -2.592 -2.874 0.466
H -1.965 -3.356 -0.062
H -2.992 -2.128 0.018
O 3.405 -1.199 1.085
H 3.799 -0.487 1.591
H 2.865 -1.606 1.804
O 2.278 -0.216 3.033
H 1.485 -0.493 3.496
H 1.975 0.347 2.316
O -0.302 -3.585 -2.089
H 0.231 -2.888 -1.598
H -0.961 -3.055 -2.547
*
```